1.
This record from OMol25 describes a structure of composition C23H17IrN3O4. The level of theory is ωB97M-V/def2-TZVPD.

F_max = 0.60 eV Å⁻¹
Frontier orbital gap = 6.793 eV
Energy above the lowest of the compared OMol25 structures with the same formula, charge and spin = 0.00 kcal/mol
Calculated total energy = -1456.00402 Eh
Charge = +1

Structure (XYZ):
```
48
Properties=species:S:1:pos:R:3:forces:R:3
Ir -0.9197 1.6513 0.0748 0.519 0.102 0.278
C -1.9369 2.5974 2.9678 -0.011 -0.007 -0.009
O -0.9446 1.9207 2.1595 -0.009 -0.097 -0.061
C 0.0934 1.2175 2.7650 0.045 0.016 0.034
C 0.2395 1.1398 4.1371 0.001 0.021 -0.015
C 1.3215 0.4440 4.6572 0.006 -0.008 0.002
C 2.2428 -0.1635 3.8159 -0.009 0.006 0.006
C 2.0900 -0.0844 2.4432 -0.004 0.000 0.009
C 1.0107 0.6039 1.9064 -0.004 -0.002 -0.082
N 0.7590 0.7033 0.4996 -0.182 0.020 0.184
N 1.5386 0.0642 -0.2708 0.104 0.114 -0.120
C 1.3582 0.0225 -1.6043 -0.078 -0.090 0.122
C 0.3503 0.7188 -2.3364 0.053 0.189 0.161
O -0.5047 1.5617 -1.8211 -0.435 -0.193 -0.161
C 0.2699 0.5528 -3.7446 0.067 -0.001 -0.067
C 1.1487 -0.2445 -4.3967 -0.058 0.024 0.002
C 2.1960 -0.9396 -3.7191 0.047 -0.019 0.013
C 3.1111 -1.7354 -4.4328 -0.030 0.010 0.001
C 4.1219 -2.3885 -3.7780 0.020 -0.008 0.021
C 4.2390 -2.2631 -2.3869 0.001 -0.014 -0.030
C 3.3528 -1.4953 -1.6707 -0.047 0.021 0.003
C 2.3122 -0.8144 -2.3237 0.024 -0.008 -0.039
H -2.4614 1.8712 3.5863 0.008 -0.006 -0.001
H -2.6133 3.0675 2.2617 0.016 0.023 0.000
H -1.4411 3.3490 3.5778 -0.004 -0.001 0.004
H -0.4639 1.6210 4.8000 -0.009 -0.012 0.001
H 1.4425 0.3849 5.7298 0.002 -0.001 -0.001
H 3.0843 -0.7001 4.2307 0.003 0.004 0.000
H 2.7978 -0.5490 1.7729 0.000 -0.003 -0.001
H -0.5167 1.0862 -4.2592 0.009 0.013 -0.002
H 1.0639 -0.3676 -5.4699 0.009 0.014 -0.002
H 3.0051 -1.8189 -5.5071 -0.001 0.003 0.000
H 4.8285 -2.9935 -4.3291 -0.002 -0.007 0.006
H 5.0388 -2.7765 -1.8699 0.002 0.004 0.002
H 3.4557 -1.4037 -0.5999 0.016 -0.014 -0.002
O -4.8587 2.4748 -0.3152 -0.041 0.010 0.012
C -3.7398 2.0583 -0.1737 0.067 0.003 0.003
O -2.6345 2.7476 -0.1670 0.063 -0.074 -0.183
C -3.5127 0.5771 0.0786 -0.011 0.034 -0.015
C -4.5383 -0.3421 0.1350 -0.014 -0.010 -0.004
C -4.2364 -1.6701 0.3862 0.013 0.005 -0.002
C -2.9112 -2.0384 0.5784 -0.010 -0.002 0.005
C -1.9244 -1.0776 0.5122 0.017 -0.003 0.016
N -2.2346 0.2045 0.2684 -0.171 -0.083 -0.082
H -5.5452 0.0180 -0.0254 0.003 0.006 0.000
H -5.0212 -2.4128 0.4304 0.000 0.000 0.001
H -2.6332 -3.0634 0.7763 0.001 0.000 -0.002
H -0.8797 -1.3159 0.6501 0.009 0.024 -0.007
```
Positions in Å, forces in eV/Å.

Atom charges from the Mulliken analysis, given in e for atoms 1 to 2: 1.941, -1.014



2.
This record from OMol25 describes a structure of composition C31H28AsFeN2PS2Se2. The level of theory is ωB97M-V/def2-TZVPD.

F_max = 0.37 eV Å⁻¹
Expectation value of S² = 8.77
Spin multiplicity = 6
Frontier orbital gap (spin up / spin down) = 8.079 / 6.504 eV
Energy above the lowest of the compared OMol25 structures with the same formula, charge and spin = 18.92 kcal/mol
Calculated total energy = -10747.58190 Eh
Charge = +1

Structure (XYZ):
```
68
Properties=species:S:1:pos:R:3:forces:R:3
Fe 1.3260 0.2751 -0.1497 0.075 0.090 0.155
Se 1.3259 2.7529 0.1442 -0.108 0.124 0.037
P -0.8534 2.8058 0.4207 0.173 0.206 -0.137
Se -1.5486 0.8894 1.1352 -0.120 -0.188 0.082
C -1.2863 4.1019 1.5993 0.047 -0.024 -0.012
C -0.4766 5.2302 1.7005 -0.034 -0.008 0.045
C -0.8514 6.2676 2.5391 -0.002 0.004 0.008
C -2.0245 6.1771 3.2756 0.020 0.029 0.001
C -2.8276 5.0505 3.1770 -0.018 -0.056 -0.012
C -2.4628 4.0091 2.3374 0.002 0.040 -0.012
C -1.6524 3.2616 -1.1427 0.077 0.044 0.040
C -1.0255 4.1846 -1.9778 -0.036 -0.035 -0.011
C -1.6588 4.6066 -3.1361 0.000 -0.009 0.006
C -2.9133 4.1081 -3.4614 0.008 0.012 -0.020
C -3.5369 3.1907 -2.6288 -0.012 -0.017 0.016
C -2.9101 2.7659 -1.4669 0.002 0.001 0.010
H 0.4480 5.2931 1.1410 0.000 0.008 -0.002
H -0.2232 7.1441 2.6223 0.000 0.002 0.002
H -2.3108 6.9871 3.9331 -0.002 0.000 0.000
H -3.7388 4.9788 3.7555 0.002 0.004 0.000
H -3.0879 3.1285 2.2588 -0.014 -0.005 0.008
H -0.0447 4.5678 -1.7250 0.005 0.021 0.002
H -1.1746 5.3262 -3.7829 -0.001 0.004 -0.001
H -3.4057 4.4370 -4.3670 -0.003 0.001 0.000
H -4.5143 2.8033 -2.8843 0.000 -0.001 0.003
H -3.3884 2.0430 -0.8178 -0.004 -0.001 -0.009
S -0.6378 -0.1128 -1.4219 0.023 0.029 -0.003
C -1.2880 -1.7289 -1.1477 -0.048 -0.182 0.017
C -2.6475 -1.9188 -1.3969 0.038 0.065 -0.008
C -3.2274 -3.1619 -1.2084 -0.004 0.005 0.000
C -2.4564 -4.2287 -0.7709 0.008 -0.021 0.008
C -1.1026 -4.0483 -0.5214 0.011 -0.012 -0.013
C -0.5092 -2.8054 -0.7013 0.005 0.081 -0.005
As 1.3863 -2.4963 -0.4173 0.025 -0.347 -0.120
C 2.0272 -4.2910 -0.0392 -0.022 0.044 -0.006
C 2.1356 -4.8027 1.2480 0.005 -0.007 -0.033
C 2.5952 -6.0997 1.4370 -0.011 0.016 0.015
C 2.9383 -6.8834 0.3454 0.007 -0.016 -0.007
C 2.8307 -6.3729 -0.9413 -0.001 -0.010 -0.010
C 2.3834 -5.0751 -1.1341 -0.018 0.051 0.042
C 1.2946 -1.7628 1.3990 -0.019 0.031 -0.005
C 0.1728 -1.8936 2.2204 -0.056 0.059 0.046
C 0.1795 -1.3647 3.4991 0.028 -0.007 -0.015
C 1.2967 -0.6814 3.9693 0.031 -0.006 -0.024
C 2.4209 -0.5528 3.1702 -0.032 0.035 0.050
C 2.4285 -1.1036 1.8915 -0.046 0.061 -0.065
H -3.2398 -1.0793 -1.7383 -0.018 -0.011 -0.001
H -4.2825 -3.2973 -1.4054 -0.002 0.003 -0.002
H -2.9065 -5.2015 -0.6247 0.004 -0.001 0.002
H -0.5005 -4.8832 -0.1839 -0.017 -0.006 0.000
H 1.8628 -4.1959 2.1024 0.011 -0.021 0.019
H 2.6827 -6.4983 2.4391 -0.002 0.002 0.002
H 3.2939 -7.8939 0.4969 0.001 -0.001 0.000
H 3.1001 -6.9843 -1.7923 0.002 0.003 -0.002
H 2.3049 -4.6695 -2.1370 0.016 -0.038 -0.007
H -0.7107 -2.4016 1.8531 0.013 -0.019 -0.013
H -0.6933 -1.4741 4.1293 0.001 0.007 0.005
H 1.2910 -0.2557 4.9638 -0.004 -0.001 0.000
H 3.2974 -0.0376 3.5398 0.004 -0.004 -0.002
H 3.3327 -1.0611 1.2942 0.022 -0.007 0.004
N 3.5661 -0.2335 -3.6498 0.026 -0.016 0.042
C 3.0803 0.5790 -2.7140 0.045 0.021 -0.026
N 2.2275 1.5303 -3.0791 0.030 -0.044 -0.037
S 3.5921 0.3776 -1.0884 -0.067 -0.025 -0.100
H 3.3790 -0.1034 -4.6306 0.009 -0.006 0.003
H 4.1992 -0.9612 -3.3653 -0.007 0.003 -0.028
H 1.8493 1.5793 -4.0110 0.004 0.004 -0.007
H 1.8695 2.1635 -2.3777 -0.050 0.045 0.079
```
Positions in Å, forces in eV/Å.

Atom charges from the Mulliken analysis, given in e for atoms 1 to 2: 0.789, -0.535



3.
This record from OMol25 describes a structure of composition C17H22BrMoS3 at a distorted geometry. The level of theory is ωB97M-V/def2-TZVPD.

F_max = 1.75 eV Å⁻¹
Frontier orbital gap (spin up / spin down) = 6.735 / 6.734 eV
Energy above the lowest of the compared OMol25 structures with the same formula, charge and spin = 19.58 kcal/mol
Calculated total energy = -4497.62076 Eh
Charge = +1

Structure (XYZ):
```
44
Properties=species:S:1:pos:R:3:forces:R:3
Mo -0.4689 -0.3721 -0.0616 0.241 1.724 -0.225
C -1.7217 -0.3433 3.1438 -0.047 0.055 0.044
C -1.1860 0.5489 2.0663 -0.084 -0.275 0.116
C 0.1954 0.7912 1.9247 0.182 -0.166 0.151
C 0.7063 1.7095 0.9913 0.063 -0.110 0.015
C 2.1823 1.9335 0.8780 0.019 0.069 -0.007
C -0.2005 2.4133 0.2048 0.021 -0.187 -0.196
C -1.5885 2.2296 0.3377 0.112 -0.128 -0.035
C -2.5356 3.0962 -0.4218 -0.109 0.036 -0.095
C -2.0537 1.2474 1.2120 -0.099 -0.077 0.123
H -2.0481 0.2683 3.9868 -0.018 -0.014 0.012
H -0.9626 -1.0352 3.5025 0.015 0.012 -0.009
H -2.5743 -0.9172 2.7821 -0.015 0.001 0.016
H 0.8863 0.2712 2.5736 0.000 0.020 0.005
H 2.4647 2.7684 1.5229 0.029 -0.009 0.001
H 2.4668 2.1813 -0.1428 -0.003 0.016 -0.006
H 2.7395 1.0519 1.1895 -0.009 0.012 0.018
H 0.1712 3.1190 -0.5275 -0.004 -0.006 -0.025
H -2.6438 4.0475 0.1042 0.028 0.004 0.017
H -3.5243 2.6468 -0.4900 -0.005 0.027 0.019
H -2.1648 3.3188 -1.4221 0.001 0.010 0.002
H -3.1159 1.0450 1.2764 -0.006 0.033 -0.012
S 0.0895 -2.1515 1.1862 -0.219 -0.679 -0.124
C 1.5262 -2.8991 0.5452 0.068 -0.059 0.371
C 2.0532 -4.0703 1.1111 -0.119 0.182 -0.029
C 3.1757 -4.6304 0.5527 0.180 -0.007 -0.169
C 3.7894 -4.0423 -0.5648 -0.015 -0.124 0.128
C 3.2784 -2.8925 -1.1193 -0.101 0.091 0.054
C 2.1335 -2.3182 -0.5509 0.242 -0.040 -0.160
S 1.4159 -0.8652 -1.1821 0.021 0.023 -0.004
H 1.5744 -4.5256 1.9675 -0.037 0.024 0.016
H 3.5898 -5.5354 0.9752 0.009 -0.010 -0.002
H 4.6709 -4.4992 -0.9934 0.001 -0.008 -0.001
H 3.7461 -2.4365 -1.9816 -0.006 0.025 -0.013
C -2.7780 0.7932 -2.9258 -0.263 -0.028 -0.017
S -1.0509 0.8768 -2.4402 0.048 -0.175 -0.051
C -0.3992 -0.1334 -3.7754 0.121 -0.134 -0.181
H -3.0661 -0.2388 -3.1099 0.047 0.009 -0.004
H -2.9220 1.3951 -3.8218 0.075 0.007 0.001
H -3.4013 1.1823 -2.1263 0.047 -0.016 0.009
H -0.7540 0.2762 -4.7194 -0.042 0.028 0.027
H -0.7316 -1.1646 -3.6610 -0.023 0.025 0.021
H 0.6857 -0.0958 -3.7630 -0.012 0.035 0.051
Br -2.5046 -1.6099 -0.7026 -0.331 -0.214 0.149
```
Positions in Å, forces in eV/Å.

Atom charges from the Mulliken analysis, given in e for atoms 1 to 2: 0.203, -1.931



4.
This record from OMol25 describes the molecule C5H12N2O at a distorted geometry. The level of theory is ωB97M-V/def2-TZVPD.

F_max = 1.53 eV Å⁻¹
Frontier orbital gap = 9.799 eV
Energy above the lowest of the compared OMol25 structures with the same formula, charge and spin = 50.02 kcal/mol
Structure (SMILES) = NCNCCCC=O
Calculated total energy = -382.42282 Eh
Charge = 0

Structure (XYZ):
```
20
Properties=species:S:1:pos:R:3:forces:R:3
N 1.4603 -2.4177 0.6587 -0.438 -0.659 -0.008
C 0.0796 -2.6787 0.3409 -0.580 0.618 0.150
N -0.6754 -1.7151 -0.5144 0.854 -0.728 -0.377
C -0.5991 -0.3625 -0.0047 -0.256 0.933 -0.896
C -0.7650 0.7447 -1.0916 1.113 0.247 0.907
C -0.9199 2.1483 -0.4055 -0.791 -1.253 0.363
C 0.4119 2.6673 0.0569 -0.676 -0.566 0.485
O 0.8639 2.3098 1.1204 0.336 0.447 -0.455
H 2.1524 -2.6955 -0.0194 -0.129 0.336 0.020
H 1.6368 -1.5749 1.1580 0.365 0.370 0.080
H -0.5201 -2.7270 1.2516 0.264 -0.108 0.226
H 0.0359 -3.6517 -0.1228 -0.164 -0.259 -0.254
H -0.2172 -1.7667 -1.4209 -0.172 0.259 -0.115
H 0.4014 -0.1596 0.4094 -0.525 0.089 0.490
H -1.4123 -0.1899 0.6983 0.234 -0.258 0.543
H -1.5774 0.6034 -1.7962 0.056 -0.323 -0.077
H 0.2212 0.7561 -1.5485 -0.131 -0.083 -1.045
H -1.5009 2.8285 -1.0322 0.320 0.068 0.022
H -1.5020 1.8751 0.4892 0.036 0.764 -0.092
H 0.9493 3.3358 -0.6323 0.286 0.107 0.033
```
Positions in Å, forces in eV/Å.

Atom charges from the Mulliken analysis, given in e for atoms 1 to 2: -0.462, -0.553